# C12H10

The molecule C12H10 (the ωB97M-V functional and the def2-TZVPD basis, the OMol25 dataset).

XYZ file:
```
22
C12H10 the ωB97M-V functional and the def2-TZVPD basis
C 2.03 -1.41 -1.04
C -0.06 -0.31 0.96
C 0.74 -1.98 -1.49
C -0.31 -0.56 2.29
C -0.73 2.35 0.51
C -0.89 -0.57 -0.17
C 2.17 -0.25 -0.26
C 1.05 0.52 0.40
C -1.93 1.64 0.22
C -0.54 -1.64 -1.10
C 0.63 1.87 0.27
C -1.94 0.32 -0.38
H 1.34 2.64 -0.17
H -1.33 -2.32 -1.58
H -2.45 0.20 -1.33
H 0.79 -2.91 -2.09
H 0.40 -0.45 3.10
H 3.15 0.09 -0.03
H -0.84 3.39 0.68
H -1.21 -1.09 2.46
H 2.81 -1.91 -1.51
H -2.86 2.35 0.26
```

The calculation puts the LUMO energy at 0.004 Ha. As for the total energy: -12601.9197 eV. The calculation puts the orbital gap at 8.26 eV. Its SMILES is C=C1C2=CC=CC=C1C=CC=C2. The molecular weight is 154.2 g mol⁻¹.

# C12H10AuClN3O5

C12H10AuClN3O5 as an isolated structure (the ωB97M-V functional and the def2-TZVPD basis, the OMol25 dataset).

XYZ file:
```
32
C12H10AuClN3O5 the ωB97M-V functional and the def2-TZVPD basis
Au 0.16 0.24 -0.30
Cl -0.76 3.05 -0.11
O -0.26 4.30 -0.43
O -2.12 3.03 0.23
O -1.19 -0.47 3.53
O 0.00 2.42 0.95
O -0.58 2.13 -1.27
N 0.12 -0.50 1.67
N 2.28 -0.03 0.12
N -2.01 0.07 0.12
C -3.48 0.08 1.97
C 3.79 -0.14 1.94
C -1.05 -0.37 2.34
C -2.99 0.37 -0.71
C 2.50 -0.14 1.44
C 3.29 0.08 -0.73
C 4.61 0.08 -0.30
C 1.32 -0.18 2.36
C -4.53 0.38 1.12
C -4.29 0.53 -0.24
C -2.21 -0.06 1.42
C 4.86 -0.03 1.06
H 3.95 -0.20 3.01
H -5.53 0.47 1.52
H -3.59 -0.04 3.04
H 5.41 0.21 -1.01
H 1.24 0.82 2.81
H 5.87 0.00 1.44
H 1.46 -0.88 3.20
H -2.75 0.50 -1.76
H 3.03 0.20 -1.77
H -5.08 0.78 -0.92
```

The multiplicity is 3. The calculation puts the LUMO energy (alpha / beta) at -0.146 / -0.269 Ha. Its expectation value of S² is 2.0183. As for the total energy: -43511.8411 eV. The calculation puts the orbital gap (alpha / beta) at 9.07 / 6.23 eV. Its net charge is +1. The molecular weight is 508.6 g mol⁻¹.

# C12H10BrIN3O3OsSSe

C12H10BrIN3O3OsSSe as an isolated structure (the ωB97M-V functional and the def2-TZVPD basis, the OMol25 dataset).

XYZ file:
```
33
C12H10BrIN3O3OsSSe the ωB97M-V functional and the def2-TZVPD basis
Os -0.18 0.73 -0.92
I 2.43 -0.04 0.03
Br 2.78 -3.14 -1.54
Se 1.07 1.67 -2.86
S -0.86 -2.19 -2.60
O -0.52 0.06 1.02
O -0.73 0.65 3.15
O -1.84 4.27 0.41
N -1.09 1.37 -4.90
N -1.94 1.56 -1.76
N -0.45 2.44 0.15
C 1.08 -3.05 2.81
C 1.93 -1.87 0.91
C 2.08 -3.06 0.22
C -1.84 3.05 -1.66
C -0.12 2.36 1.56
C 1.22 -4.24 2.12
C -0.52 0.95 2.00
C -1.38 3.36 -0.25
C 1.44 -1.85 2.21
C -0.21 1.44 -4.16
C -0.53 -0.90 -1.85
C 1.73 -4.26 0.83
H 1.84 -5.18 0.29
H 0.94 -5.18 2.59
H -2.77 3.56 -1.88
H 1.32 -0.92 2.74
H -2.76 1.24 -1.24
H -0.65 3.10 2.16
H 0.95 2.46 1.71
H -1.08 3.36 -2.37
H -2.04 1.30 -2.74
H 0.68 -3.03 3.81
```

The multiplicity is 2. The calculation puts the LUMO energy (alpha / beta) at -0.025 / -0.087 Ha. Its expectation value of S² is 0.7567. As for the total energy: -180010.9859 eV. The calculation puts the orbital gap (alpha / beta) at 7.86 / 6.51 eV. The molecular weight is 752.3 g mol⁻¹.

# C12H10ClNO2S3V

C12H10ClNO2S3V as an isolated structure (the ωB97M-V functional and the def2-TZVPD basis, the OMol25 dataset).

XYZ file:
```
30
C12H10ClNO2S3V the ωB97M-V functional and the def2-TZVPD basis
V 0.97 1.76 2.12
Cl 0.84 -0.97 -5.67
S 2.48 5.64 3.75
S -1.10 1.96 1.39
S 0.42 0.11 3.40
O 1.36 0.93 0.74
O 0.59 -1.24 1.01
N 1.40 3.24 2.96
C 0.56 -1.80 -3.13
C -1.23 -1.91 2.50
C 1.89 4.32 3.30
C 0.76 -0.72 -3.97
C -0.39 -0.80 1.94
C 0.84 0.76 -2.09
C -0.95 0.22 0.87
C 0.46 -0.10 0.21
C 0.49 -1.60 -1.76
C 0.63 -0.32 -1.24
C -2.14 -0.26 0.07
C 0.90 0.56 -3.46
H -0.63 -2.56 3.15
H -2.35 0.44 -0.74
H 0.35 -2.44 -1.09
H -3.02 -0.33 0.71
H -2.05 -1.50 3.08
H 0.95 1.76 -1.69
H -1.94 -1.23 -0.37
H 1.06 1.39 -4.13
H -1.63 -2.51 1.68
H 0.47 -2.80 -3.55
```

The calculation puts the LUMO energy at -0.219 Ha. As for the total energy: -88900.1172 eV. The calculation puts the orbital gap at 6.11 eV. Its net charge is +1. The molecular weight is 382.8 g mol⁻¹.

# C12H10F2

A 2-piece molecular cluster, C12H10F2 overall (the ωB97M-V functional and the def2-TZVPD basis, the OMol25 dataset).

XYZ file:
```
24
C12H10F2 the ωB97M-V functional and the def2-TZVPD basis
F -6.53 5.19 -14.68
F -15.67 3.58 -13.54
C -16.12 4.93 -11.60
C -14.08 5.10 -12.88
C -9.31 4.58 -16.94
C -7.96 4.74 -16.51
C -15.53 5.87 -10.70
C -15.33 4.55 -12.73
C -13.53 6.02 -12.04
C -7.79 5.12 -15.19
C -8.83 5.30 -14.31
C -14.21 6.39 -10.90
C -10.37 4.83 -16.04
C -10.16 5.14 -14.71
H -12.55 6.45 -12.15
H -17.05 4.44 -11.37
H -16.00 6.25 -9.81
H -13.72 7.00 -10.17
H -9.53 4.33 -17.97
H -13.45 4.73 -13.68
H -8.64 5.69 -13.32
H -11.39 4.82 -16.40
H -10.96 5.41 -14.04
H -7.11 4.57 -17.15
```

The calculation puts the LUMO energy at 0.030 Ha. As for the total energy: -18040.4256 eV. The calculation puts the orbital gap at 10.14 eV. Its SMILES is Fc1ccccc1.Fc1ccccc1. The molecular weight is 192.2 g mol⁻¹.

# C12H10N2O5Sn

C12H10N2O5Sn as an isolated structure (the ωB97M-V functional and the def2-TZVPD basis, the OMol25 dataset).

XYZ file:
```
30
C12H10N2O5Sn the ωB97M-V functional and the def2-TZVPD basis
Sn -0.01 1.52 -0.88
O -0.01 4.82 -1.22
O 3.16 1.68 -0.75
O -3.17 1.68 -0.67
O 0.03 2.41 2.39
O 1.43 -3.35 4.03
N -0.65 -2.72 4.82
N 0.01 -0.30 0.43
C -2.01 1.65 -0.75
C 0.37 -2.74 3.84
C 2.00 1.65 -0.80
C -1.03 -1.39 2.18
C -0.01 3.67 -1.11
C -0.01 0.08 -5.61
C 1.16 -0.86 0.67
C -0.01 1.31 -5.90
C 0.02 2.16 1.24
C 1.27 -1.72 1.72
C -1.09 -0.54 1.12
C 0.17 -1.97 2.56
H 2.26 -2.15 1.95
H -0.43 -3.20 5.64
H 0.92 1.88 -6.17
H -2.07 -0.01 0.95
H -1.46 -2.22 4.72
H -1.95 -1.54 2.77
H -0.95 1.88 -6.14
H 2.10 -0.59 0.10
H -0.95 -0.55 -5.56
H 0.92 -0.55 -5.59
```

The calculation puts the LUMO energy at -0.362 Ha. As for the total energy: -31629.9625 eV. The calculation puts the orbital gap at 5.18 eV. Its net charge is +2. The molecular weight is 380.9 g mol⁻¹.

# C12H10O2

A 3-piece molecular cluster, C12H10O2 overall (the ωB97M-V functional and the def2-TZVPD basis, the OMol25 dataset).

XYZ file:
```
24
C12H10O2 the ωB97M-V functional and the def2-TZVPD basis
O 0.79 -0.32 -3.87
O -1.41 -0.11 -3.37
C 0.35 0.14 1.60
C -0.30 -0.26 -3.56
C -1.54 1.55 1.96
C 4.35 -2.94 -2.36
C 1.28 -2.13 -0.89
C -0.27 1.09 2.38
C 0.50 -1.40 -0.29
C -2.22 2.69 2.76
C -1.44 0.03 0.06
C 3.62 -2.08 -2.76
C -0.17 -0.36 0.37
C -2.08 0.98 0.84
H -3.01 1.20 0.57
H 1.26 -0.35 1.81
H -2.90 3.22 2.17
H 5.14 -3.31 -1.80
H 1.79 -2.74 -1.58
H -1.99 -0.42 -0.66
H -1.62 3.48 3.27
H 2.86 -1.67 -3.36
H -2.98 2.22 3.36
H -0.01 1.48 3.34
```

The calculation puts the LUMO energy at 0.024 Ha. As for the total energy: -16696.4871 eV. The calculation puts the orbital gap at 9.26 eV. Its SMILES is C#Cc1ccc(C)cc1.O=C=O.C#C. The molecular weight is 186.2 g mol⁻¹.

# C12H11Cl2N3S

The molecule C12H11Cl2N3S (the ωB97M-V functional and the def2-TZVPD basis, the OMol25 dataset).

XYZ file:
```
29
C12H11Cl2N3S the ωB97M-V functional and the def2-TZVPD basis
Cl -0.15 -1.80 -5.09
Cl -0.84 -3.73 -2.92
S -2.85 1.06 -1.35
N -1.07 -0.56 -2.44
N -0.53 0.28 -0.32
N 0.82 -1.32 -1.31
C 3.20 -0.74 3.08
C 1.20 0.10 2.07
C 2.52 -1.55 0.93
C 2.08 0.05 3.12
C 3.40 -1.59 2.00
C 0.03 -1.27 -2.38
C -3.82 3.28 -0.11
C 0.53 -0.53 -0.29
C 0.20 -2.34 -3.41
C -2.60 2.36 -0.07
C -1.32 0.21 -1.39
C 1.42 -0.64 0.92
H -4.74 2.72 0.11
H 0.36 0.76 2.14
H 2.68 -2.19 0.08
H 1.22 -2.71 -3.40
H -2.55 1.91 0.94
H -3.66 4.11 0.58
H 4.23 -2.25 1.98
H -3.86 3.66 -1.15
H 3.88 -0.80 3.94
H -1.65 2.88 -0.24
H 1.87 0.65 3.99
```

The calculation puts the LUMO energy at -0.012 Ha. As for the total energy: -52973.3256 eV. The calculation puts the orbital gap at 8.94 eV. Its SMILES is CCSc1nc(-c2ccccc2)nc(C(Cl)Cl)n1. The molecular weight is 300.2 g mol⁻¹.